{"formula": "C18H18F6O18", "method": "ωB97M-V/def2-TZVPD", "total_charge": 0, "smiles": "O=C1OC[C@@H](F)O1.O=C1OC[C@@H](F)O1.O=C1OC[C@@H](F)O1.O=C1OC[C@@H](F)O1.O=C1OC[C@@H](F)O1.O=C1OC[C@@H](F)O1", "e_above_lowest_ev": 3.645, "largest_force_ev_per_a": 5.68, "e_tot_ev": -72115.5631, "homo_energy_ev": -10.532, "homo_lumo_gap_ev": 10.83, "elements": ["O", "C", "O", "C", "C", "F", "O", "H", "H", "H", "O", "C", "O", "C", "C", "F", "O", "H", "H", "H", "O", "C", "O", "C", "C", "F", "O", "H", "H", "H", "O", "C", "O", "C", "C", "F", "O", "H", "H", "H", "O", "C", "O", "C", "C", "F", "O", "H", "H", "H", "O", "C", "O", "C", "C", "F", "O", "H", "H", "H"], "xyz": [[-5.0065, -2.8744, -2.2474], [-4.8468, -1.6940, -2.3402], [-5.7763, -0.7080, -2.2063], [-5.0463, 0.5051, -1.9746], [-3.7226, 0.2788, -2.7583], [-2.6545, 0.8281, -2.0781], [-3.6509, -1.1100, -2.5357], [-5.6006, 1.3486, -2.3860], [-5.0254, 0.6187, -0.8907], [-3.7517, 0.4320, -3.8371], [3.3786, 2.3497, -1.8702], [3.4785, 3.5314, -1.6665], [4.1628, 4.3564, -2.3908], [4.5206, 5.5584, -1.7037], [3.3120, 5.5676, -0.7753], [2.3652, 6.4464, -1.1316], [2.8696, 4.1856, -0.6129], [5.4467, 5.6033, -1.1306], [4.7035, 6.4006, -2.3712], [3.5997, 5.9856, 0.1894], [1.8587, -2.7543, 2.7561], [2.3955, -3.4474, 1.8990], [2.5679, -4.7558, 2.0079], [3.5133, -5.1807, 0.9446], [3.2890, -4.1369, -0.0515], [2.4117, -4.5723, -0.9090], [2.9153, -2.9587, 0.6348], [4.5843, -5.1886, 1.1473], [3.1979, -6.1597, 0.5839], [4.2122, -3.9333, -0.5941], [-1.8779, -5.1763, 1.1588], [-1.5418, -5.2644, 0.0333], [-2.3704, -5.7464, -0.9599], [-1.7838, -5.3939, -2.1674], [-0.3254, -4.7602, -1.8690], [-0.2059, -3.5023, -2.2864], [-0.2638, -4.9041, -0.4281], [-1.6098, -6.3742, -2.6113], [-2.3089, -4.7779, -2.8974], [0.5218, -5.3721, -2.1787], [-1.1094, 1.7240, 1.9307], [-0.4283, 1.0476, 1.0998], [0.8870, 0.8617, 1.0967], [1.2275, -0.0925, 0.0596], [-0.1663, -0.7026, -0.3524], [-0.3739, -1.8041, 0.4025], [-1.0436, 0.3499, 0.1196], [1.7554, 0.5380, -0.6558], [2.0107, -0.7143, 0.4932], [-0.4103, -0.9657, -1.3816], [-1.4930, 6.9287, 5.5668], [-1.5119, 5.8767, 4.8645], [-2.5700, 5.0888, 4.6990], [-2.1706, 4.0020, 3.8406], [-0.6501, 4.3284, 3.4423], [-0.6205, 4.5490, 2.1279], [-0.3982, 5.4714, 4.1741], [-2.1646, 3.1281, 4.4920], [-2.6849, 3.6889, 2.9320], [-0.0203, 3.4457, 3.5535]], "forces_ev_per_a": [[-0.144, 1.075, -0.307], [-0.317, -0.318, 0.578], [0.245, -0.481, -0.266], [-0.812, 1.077, -0.998], [-0.887, -0.962, 2.977], [-0.789, -0.069, -1.314], [1.576, -1.070, -0.838], [-0.201, -0.169, -0.008], [0.986, 0.178, -0.092], [0.400, 0.705, 0.177], [-0.170, 1.150, 0.240], [-1.355, -2.330, 1.276], [2.838, 0.792, -2.153], [-1.331, -0.248, 0.293], [1.023, 1.101, 2.791], [-1.338, -0.273, -1.228], [1.121, 2.031, -1.409], [0.135, -1.317, 0.161], [-1.098, -0.160, -0.362], [0.109, -0.816, 0.430], [1.754, -1.648, -3.005], [-1.566, 2.803, 1.702], [1.829, -0.704, -0.716], [-0.873, -0.508, 1.251], [2.685, 1.555, -0.019], [-2.522, -0.127, -2.187], [-0.945, -1.834, 1.698], [-0.217, -0.054, 1.222], [-0.005, 0.155, 0.160], [-0.004, 0.371, -0.163], [0.281, -0.217, 0.225], [-0.082, 0.275, 0.216], [0.933, 1.878, 1.323], [2.747, -0.971, -1.859], [-1.512, -2.742, 1.744], [0.015, 0.770, 0.061], [-1.987, 0.268, -0.908], [0.183, 0.184, -0.745], [-0.572, 0.247, 0.704], [-0.163, 0.358, -0.708], [3.093, -2.303, -3.224], [-2.881, 1.946, 3.253], [-0.993, -0.062, 0.277], [0.350, 0.876, -0.250], [0.991, 1.461, 1.198], [-0.275, -0.367, 0.182], [0.585, -0.983, -0.454], [-0.438, -0.313, -0.755], [-0.724, -0.653, -0.079], [0.259, 0.451, 0.041], [-0.174, -4.554, -2.858], [0.484, 4.982, 2.694], [0.347, -0.017, -1.292], [2.395, -1.441, 0.749], [-3.029, -1.698, 0.658], [0.291, 1.173, -1.506], [0.045, 0.097, 0.501], [-0.026, -0.119, -0.087], [-0.693, 1.086, 0.159], [0.425, 0.483, 0.849]]}